Entry 1:
{"formula": "C5H10O", "method": "ωB97M-V with the def2-TZVPD basis set", "gap_ha": [0.296, 0.278], "total_energy_ev": -7391.4024, "relative_energy_kj_mol": 324.5, "elements": ["C", "H", "C", "C", "H", "H", "H", "H", "H", "C", "H", "H", "H", "C", "H", "O"], "xyz": [[-1.8008, 0.9495, 0.2534], [-2.6241, 0.7378, -0.4319], [0.7591, 0.4403, 0.4761], [-0.5165, 0.4108, -0.2795], [0.7510, 1.3109, 1.1440], [-1.7629, 2.0345, 0.4206], [-2.0413, 0.4936, 1.2233], [0.9418, -1.7319, 0.7008], [0.1489, -0.9382, -3.1475], [1.0371, -0.8241, 1.3055], [0.3201, -0.8979, 2.1303], [1.2512, -1.1052, -1.6205], [2.0454, -0.7982, 1.7322], [0.4593, -0.6112, -2.1669], [1.5655, 0.5921, -0.2606], [-0.5337, -0.0628, -1.4794]], "forces_ev_per_angstrom": [[-0.031, -0.019, -0.021], [0.109, 0.016, 0.042], [0.034, 0.084, -0.039], [0.082, 0.250, 0.803], [-0.004, -0.113, -0.074], [0.054, -0.083, -0.039], [0.016, 0.045, -0.126], [0.043, 0.124, 0.062], [0.038, -0.015, 0.115], [0.005, -0.074, 0.041], [0.111, -0.024, -0.119], [0.003, 0.121, -0.074], [-0.151, -0.017, -0.054], [0.334, -0.312, -0.159], [-0.060, 0.010, 0.129], [-0.582, 0.008, -0.488]], "lowdin_charge": [-0.02, 0.08, -0.21, -0.36, 0.12, 0.08, 0.08, 0.07, 0.05, -0.09, 0.07, 0.05, 0.07, -0.05, 0.11, -0.05]}

---

Entry 2:
{"formula": "C5H10O", "method": "ωB97M-V with the def2-TZVPD basis set", "gap_ha": 0.391, "total_energy_ev": -7393.6362, "relative_energy_kj_mol": 108.9, "elements": ["C", "H", "C", "O", "H", "H", "H", "H", "H", "C", "H", "H", "H", "C", "H", "C"], "xyz": [[0.9031, -0.0155, 0.6182], [-1.5041, 1.7974, 0.2136], [-1.5080, 0.7874, -0.2144], [1.0390, -1.4508, 0.5073], [1.4052, 0.0789, -1.4651], [-0.4329, -1.6785, -0.9815], [1.1234, 1.6753, -0.7392], [-2.5472, 0.4384, -0.2201], [-1.0029, -0.1853, 1.6348], [1.5533, 0.6826, -0.5638], [1.3246, 0.3429, 1.5650], [-0.8366, -2.4094, 0.5999], [2.6312, 0.7943, -0.4115], [-0.3343, -1.5682, 0.1100], [-1.1771, 0.8585, -1.2564], [-0.6369, -0.1480, 0.6032]], "forces_ev_per_angstrom": [[0.123, 0.284, 0.101], [0.005, -0.153, -0.088], [0.015, 0.007, -0.050], [0.136, -0.069, 0.035], [-0.023, 0.139, 0.062], [0.026, 0.012, 0.145], [0.090, -0.098, 0.102], [0.152, 0.043, 0.008], [0.059, 0.001, -0.128], [-0.020, 0.013, -0.114], [-0.043, -0.045, -0.123], [0.059, 0.137, -0.048], [-0.161, -0.053, 0.001], [-0.312, -0.182, -0.114], [-0.009, -0.033, 0.149], [-0.098, -0.003, 0.062]], "lowdin_charge": [-0.34, 0.08, -0.07, -0.10, 0.09, 0.12, 0.08, 0.08, 0.14, -0.04, 0.14, 0.12, 0.08, -0.16, 0.08, -0.29]}

---

Entry 3:
{"formula": "C5H10O", "method": "ωB97M-V with the def2-TZVPD basis set", "gap_ha": 0.407, "smiles": "C[C@@H]1OC1(C)C", "total_energy_ev": -7393.7770, "relative_energy_kj_mol": 95.4, "elements": ["C", "H", "H", "O", "C", "H", "H", "C", "H", "H", "H", "H", "H", "H", "C", "C"], "xyz": [[-1.4603, 1.4816, 0.4142], [2.1056, 0.3190, 0.4895], [1.7439, -0.9796, -1.5920], [-1.0567, -0.9303, 0.2794], [1.1883, -0.0136, 0.9868], [-1.1835, 1.3310, 1.4621], [-1.3162, 0.3259, -1.4652], [0.8383, -1.3885, -1.1326], [0.1089, -1.6302, -1.9122], [-1.0466, 2.4304, 0.0586], [-2.5549, 1.5322, 0.3746], [1.4457, -0.8358, 1.6641], [0.8047, 0.8286, 1.5701], [1.0996, -2.3245, -0.6235], [0.2274, -0.4645, -0.1000], [-0.9804, 0.3191, -0.4198]], "forces_ev_per_angstrom": [[0.028, -0.021, -0.044], [-0.036, -0.031, 0.164], [-0.137, -0.004, 0.069], [-0.439, -0.058, 0.056], [-0.049, 0.031, -0.182], [-0.045, 0.092, -0.235], [-0.018, -0.251, 0.340], [0.001, 0.026, -0.018], [0.122, 0.089, 0.110], [-0.087, -0.063, 0.036], [0.194, 0.045, -0.061], [-0.089, 0.099, -0.133], [0.054, -0.272, -0.057], [0.038, 0.119, -0.126], [0.458, 0.079, -0.035], [0.006, 0.120, 0.117]], "lowdin_charge": [-0.04, 0.08, 0.08, -0.01, -0.01, 0.07, 0.14, -0.02, 0.09, 0.08, 0.08, 0.09, 0.07, 0.09, -0.53, -0.28]}

---

Entry 4:
{"formula": "C5H10O", "method": "ωB97M-V with the def2-TZVPD basis set", "gap_ha": 0.290, "total_energy_ev": -7388.0348, "relative_energy_kj_mol": 649.4, "elements": ["H", "H", "O", "C", "C", "H", "C", "C", "H", "H", "H", "H", "H", "C", "H", "H"], "xyz": [[-0.6138, 1.8320, 0.4801], [1.4305, 0.9585, 1.2783], [-0.9914, -0.2309, 2.0704], [0.6888, -0.7710, 0.1601], [-0.0775, 1.2788, -0.2945], [-0.5874, -0.9180, 1.5250], [-0.7666, -0.0244, -0.6045], [1.2094, 0.6406, 0.2580], [-1.8503, -0.0579, -0.8272], [0.7615, -0.6983, -2.0181], [0.0691, 1.9233, -1.1681], [-0.3221, -1.9882, -1.3135], [2.0983, 0.7950, -0.3682], [0.1443, -1.0074, -1.1912], [1.1963, -1.6129, 0.6637], [-2.3890, -0.1194, 1.3495]], "forces_ev_per_angstrom": [[0.168, -0.077, -0.137], [-0.065, -0.060, -0.142], [-5.506, 0.856, -0.509], [-0.042, -0.129, -0.937], [0.105, 0.174, -0.104], [-0.560, 0.047, -0.255], [0.414, -0.166, 0.094], [-0.005, 0.047, 0.003], [0.527, -0.445, 0.846], [0.276, -0.064, -0.782], [-0.087, 0.018, -0.031], [0.235, 0.158, -0.124], [-0.034, 0.046, 0.069], [0.482, -0.035, -0.910], [-1.043, 0.283, 0.331], [5.135, -0.654, 2.589]], "lowdin_charge": [0.10, 0.11, -0.23, -0.19, -0.19, -0.07, -0.17, -0.18, 0.12, 0.10, 0.11, 0.12, 0.11, -0.20, 0.14, 0.31]}

---

Entry 5:
{"formula": "C5H10O", "method": "ωB97M-V with the def2-TZVPD basis set", "gap_ha": 0.367, "smiles": "COC1(C)CC1", "total_energy_ev": -7392.1187, "relative_energy_kj_mol": 255.4, "elements": ["H", "H", "C", "H", "H", "C", "C", "H", "H", "C", "C", "H", "O", "H", "H", "H"], "xyz": [[-1.2560, 1.5100, 0.9444], [1.6523, 0.9975, 1.0851], [-0.5365, 0.6730, 1.0459], [0.7489, -2.4771, -0.0807], [2.1551, -1.4757, 0.2930], [-1.2609, 0.3306, -1.5197], [1.0697, -1.5792, 0.4632], [0.9209, -1.7422, 1.5288], [0.7820, 1.7567, -0.3293], [0.7967, 0.9779, 0.4282], [0.2864, -0.3436, 0.0112], [-1.7203, 0.5288, -0.5316], [-0.2586, -0.6018, -1.2308], [-0.6276, 0.2787, 2.0466], [-0.8296, 1.2727, -1.8862], [-1.9225, -0.1062, -2.2682]], "forces_ev_per_angstrom": [[0.084, -1.143, -0.534], [0.388, 0.029, -0.145], [0.482, -0.510, 0.378], [-0.161, 0.353, 0.183], [-0.442, 0.239, -0.013], [-0.280, 0.283, -0.114], [-0.273, 0.158, 0.288], [0.058, -0.106, 0.104], [0.033, 0.049, 0.206], [0.579, 0.195, -0.003], [-0.385, 0.258, 0.801], [-0.673, -0.071, -1.272], [0.189, 0.185, -0.098], [0.600, -0.014, 0.243], [-0.180, -0.060, -0.128], [-0.019, 0.154, 0.103]], "lowdin_charge": [0.10, 0.10, -0.09, 0.08, 0.09, -0.10, 0.00, 0.08, 0.11, -0.13, -0.47, 0.07, -0.11, 0.08, 0.09, 0.09]}

---

Entry 6:
{"formula": "C5H10O", "method": "ωB97M-V with the def2-TZVPD basis set", "gap_ha": 0.336, "total_energy_ev": -7391.4306, "relative_energy_kj_mol": 321.8, "elements": ["H", "H", "H", "C", "H", "C", "H", "H", "H", "C", "C", "H", "H", "O", "H", "C"], "xyz": [[-0.3774, 1.5094, 1.3843], [-1.6716, 1.1780, 0.2772], [-1.2560, -0.0454, 1.4286], [1.3220, -0.4413, 1.1782], [0.7507, -0.8552, -1.9736], [0.1255, -0.9294, -1.0723], [2.3297, -0.7585, 0.8896], [0.9988, 0.9265, -0.4780], [0.1304, -1.9625, -0.7051], [0.4741, 0.1086, 0.0350], [-1.2483, -0.3922, -1.2964], [1.4124, 0.3348, 1.9480], [-1.9117, 1.1995, -1.9948], [-1.0783, 0.7090, -2.0311], [0.8083, -1.2975, 1.6310], [-0.8085, 0.7161, 0.7794]], "forces_ev_per_angstrom": [[-0.063, 0.060, 0.430], [0.714, -0.261, -0.200], [0.236, 0.124, 0.000], [0.045, -0.060, 0.028], [0.100, 0.152, 0.357], [-0.359, 0.011, 0.026], [-0.191, 0.053, -0.140], [-0.251, -0.097, 0.254], [-0.137, 0.299, -0.002], [-0.419, 0.369, 0.391], [-0.078, -0.380, -0.975], [0.111, -0.197, -0.073], [0.040, -0.142, -0.367], [-0.325, -0.139, -0.086], [0.128, 0.097, -0.026], [0.449, 0.111, 0.382]], "lowdin_charge": [0.07, 0.06, 0.09, -0.09, 0.11, -0.19, 0.08, 0.13, 0.11, -0.39, -0.11, 0.08, 0.10, -0.03, 0.08, -0.11]}

---

Entry 7:
{"formula": "C5H10O", "method": "ωB97M-V with the def2-TZVPD basis set", "gap_ha": 0.309, "total_energy_ev": -7390.6301, "relative_energy_kj_mol": 399.0, "elements": ["H", "C", "H", "H", "H", "H", "H", "O", "H", "H", "C", "C", "H", "C", "C", "H"], "xyz": [[-0.6426, 1.0264, 2.5584], [0.2659, 1.2408, 0.5979], [-0.4717, 2.0217, 0.3523], [0.8389, -2.0130, -0.3757], [-0.4264, 0.5701, -2.1644], [-1.8791, 0.5477, -1.1389], [1.8659, -0.8203, 0.4632], [-0.9042, -0.5759, 0.9922], [-0.6372, -1.4704, 1.2427], [-1.1875, -0.9763, -1.7403], [-0.9460, 0.0260, -1.3666], [-0.0721, -0.0600, -0.1302], [1.6196, -0.7352, -1.3045], [1.1410, -0.9578, -0.3431], [0.1656, 0.5517, 1.9732], [1.2698, 1.6247, 0.3840]], "forces_ev_per_angstrom": [[0.122, -0.104, -0.149], [0.099, 0.011, -0.065], [0.108, -0.142, 0.128], [0.009, 0.126, -0.032], [-0.046, -0.079, 0.182], [0.121, -0.041, -0.027], [-0.145, -0.057, -0.083], [0.036, -0.235, 0.201], [0.049, 0.094, -0.075], [0.033, 0.131, 0.068], [-0.031, 0.031, -0.002], [0.158, 0.056, -0.291], [-0.125, 0.057, 0.199], [0.022, -0.049, 0.029], [-0.270, 0.302, -0.058], [-0.138, -0.100, -0.026]], "lowdin_charge": [0.02, -0.22, 0.10, 0.09, 0.09, 0.09, 0.08, -0.06, 0.12, 0.09, -0.03, -0.58, 0.09, -0.03, 0.04, 0.11]}

---

Question: Which formula does entry 1 have?
Answer: C5H10O